#A
{"formula": "C3H5NO", "method": "wB97M-V/def2-TZVPD", "gap_ev": 10.8, "multiplicity": 1, "elements": ["O", "C", "C", "C", "N", "H", "H", "H", "H", "H"], "xyz": [[-2.0834, -0.4024, 0.2807], [-0.7023, -0.2599, 0.2196], [0.6369, 0.9488, -0.4369], [1.5920, 0.0028, 0.1016], [1.9651, -0.9588, 0.6329], [-2.3585, -1.1796, -0.2326], [-0.3712, -0.1067, 1.2377], [-0.2773, -1.0822, -0.3390], [0.7728, 1.9319, 0.0491], [0.8259, 1.1061, -1.5132]], "nbo_charge": [-0.69, 0.03, -0.56, 0.25, -0.34, 0.48, 0.18, 0.17, 0.24, 0.24]}



#B
{"formula": "C3H5NO", "method": "wB97M-V/def2-TZVPD", "smiles": "O=CN1CC1", "gap_ev": 10.4, "multiplicity": 1, "elements": ["O", "C", "N", "C", "C", "H", "H", "H", "H", "H"], "xyz": [[2.0294, -0.9122, -0.1900], [1.5325, 0.1733, 0.0493], [0.2066, 0.2331, 0.2154], [-1.1240, 0.6804, 0.0882], [-0.6334, -0.8165, -0.1584], [2.0907, 1.1063, 0.1848], [-1.6340, 0.9126, 1.0288], [-1.3191, 1.4708, -0.6565], [-0.4740, -1.2339, -1.1629], [-0.6747, -1.6139, 0.6012]], "nbo_charge": [-0.61, 0.52, -0.46, -0.20, -0.21, 0.13, 0.20, 0.21, 0.21, 0.21]}



#B (0.677 eV below the next structure)



#A
{"formula": "C3H5NO", "method": "wB97M-V/def2-TZVPD", "smiles": "COCC#N", "gap_ev": 11.6, "multiplicity": 1, "elements": ["C", "O", "C", "C", "N", "H", "H", "H", "H", "H"], "xyz": [[-1.0939, 0.8036, 0.2314], [-0.3475, 0.3569, -0.8930], [0.5194, -0.7095, -0.6503], [1.5085, -0.4474, 0.4223], [2.2589, -0.2671, 1.2824], [-2.1483, 0.8754, -0.0566], [-0.7353, 1.7912, 0.5434], [-1.0044, 0.1203, 1.0841], [1.0619, -0.8916, -1.5822], [-0.0195, -1.6318, -0.3815]], "nbo_charge": [-0.26, -0.52, -0.16, 0.24, -0.30, 0.19, 0.19, 0.18, 0.23, 0.21]}



#B
{"formula": "C3H5NO", "method": "wB97M-V/def2-TZVPD", "smiles": "C[C@@H]1N=C1O", "gap_ev": 10.5, "multiplicity": 1, "elements": ["C", "C", "O", "C", "N", "H", "H", "H", "H", "H"], "xyz": [[-1.3765, 0.1194, 0.0031], [0.0287, 0.2275, 0.5397], [1.9295, -0.7341, -0.9988], [1.1720, 0.1088, -0.3020], [1.0170, 1.3261, -0.0951], [-1.3849, 0.2191, -1.0859], [-2.0281, 0.8872, 0.4318], [-1.8038, -0.8600, 0.2498], [0.1373, 0.0476, 1.6118], [2.3087, -1.3415, -0.3543]], "nbo_charge": [-0.64, -0.15, -0.66, 0.47, -0.35, 0.22, 0.22, 0.22, 0.18, 0.50]}



#C
{"formula": "C3H5NO", "method": "wB97M-V/def2-TZVPD", "smiles": "C1=NOCC1", "gap_ev": 10.4, "multiplicity": 1, "elements": ["C", "C", "C", "H", "H", "H", "H", "H", "N", "O"], "xyz": [[0.4604, 0.2762, -0.9404], [-0.0177, -0.7714, 0.0844], [-0.5641, 0.1510, 1.1361], [1.5487, 0.2512, -1.0874], [-0.0113, 0.1477, -1.9127], [0.7750, -1.4234, 0.4861], [-0.8165, -1.4128, -0.3130], [-0.9878, -0.1493, 2.0860], [-0.4785, 1.3851, 0.8567], [0.0917, 1.5457, -0.3958]], "nbo_charge": [-0.10, -0.50, 0.00, 0.19, 0.19, 0.23, 0.23, 0.21, -0.07, -0.37]}



#D
{"formula": "C3H5NO", "method": "wB97M-V/def2-TZVPD", "gap_ev": 9.1, "multiplicity": 1, "elements": ["C", "C", "N", "C", "O", "H", "H", "H", "H", "H"], "xyz": [[-0.6781, -0.9537, 0.0093], [-0.4777, 1.2354, 0.1199], [0.8698, 1.1430, 0.0466], [1.3719, -0.0071, -0.1722], [0.6075, -1.0855, -0.4601], [-0.7314, -1.2318, 1.0790], [-1.4005, -1.5041, -0.5891], [-0.9265, 1.9974, -0.5215], [-1.0689, 0.5986, 0.7452], [2.4340, -0.1922, -0.2569]], "nbo_charge": [-0.19, -0.21, -0.47, 0.36, -0.47, 0.16, 0.19, 0.20, 0.24, 0.18]}



#A (0.728 eV below the next structure)



#A
{"formula": "C3H5NO", "method": "wB97M-V/def2-TZVPD", "gap_ev": [9.4, 7.6], "multiplicity": 1, "elements": ["C", "C", "C", "N", "O", "H", "H", "H", "H", "H"], "xyz": [[-1.4439, -0.4300, -1.5149], [1.1114, -0.2836, 0.3701], [0.2020, 0.5711, 1.1410], [0.3799, 0.6553, -0.3206], [-1.1385, -1.3702, -2.0649], [-2.2714, 0.3008, -1.5580], [2.1140, 0.1747, 0.4763], [1.0427, -1.2807, 0.0725], [-0.7685, 0.4450, 1.5767], [0.7723, 1.2176, 1.8217]], "nbo_charge": [0.48, -0.31, -0.34, -0.34, -0.45, 0.15, 0.20, 0.21, 0.21, 0.19]}



#B
{"formula": "C3H5NO", "method": "wB97M-V/def2-TZVPD", "smiles": "O=C[C@H]1CN1", "gap_ev": 10.8, "multiplicity": 1, "elements": ["O", "C", "C", "C", "N", "H", "H", "H", "H", "H"], "xyz": [[1.7087, -0.9529, 0.2970], [0.5683, -1.0833, 0.6848], [-0.5448, -0.1969, 0.2401], [-0.1824, 1.1702, -0.2272], [-0.5619, 0.1587, -1.1856], [0.2903, -1.9097, 1.3671], [-1.5208, -0.3787, 0.6822], [-0.9012, 1.9737, -0.0912], [0.8668, 1.4469, -0.1518], [0.2771, -0.2280, -1.6155]], "nbo_charge": [-0.53, 0.42, -0.22, -0.23, -0.54, 0.12, 0.21, 0.20, 0.21, 0.36]}



#B (3.919 eV below the next structure)



#A
{"formula": "C3H5NO", "method": "wB97M-V/def2-TZVPD", "smiles": "C1=CN1.C=O", "gap_ev": 9.2, "multiplicity": 1, "elements": ["C", "C", "C", "N", "O", "H", "H", "H", "H", "H"], "xyz": [[-1.2612, -0.1492, 0.0451], [2.1094, -0.7968, 0.0882], [-0.9169, 0.8782, -0.6363], [-2.3218, 0.9006, 0.1262], [2.4747, 0.1624, -0.5222], [-1.2301, -1.0747, 0.5685], [2.5497, -1.7865, -0.2594], [1.1286, -0.7866, 0.7166], [-0.2329, 1.4716, -1.2334], [-2.2995, 1.1810, 1.1069]], "nbo_charge": [-0.09, 0.26, -0.07, -0.63, -0.50, 0.22, 0.11, 0.12, 0.25, 0.31]}



#B
{"formula": "C3H5NO", "method": "wB97M-V/def2-TZVPD", "smiles": "C=CNC=O", "gap_ev": 9.7, "multiplicity": 1, "elements": ["C", "C", "C", "H", "H", "H", "H", "H", "N", "O"], "xyz": [[-0.6848, 1.3003, 1.1584], [-0.7818, 1.0395, -0.1512], [0.7260, -0.9698, -0.5741], [-1.2776, 2.1740, 1.5517], [-0.2031, 0.5762, 1.9435], [-1.3952, 1.6527, -0.7800], [-0.0910, 0.3195, -1.8050], [1.2680, -1.2717, -1.3832], [-0.0149, 0.1172, -0.8475], [0.7809, -1.5613, 0.4759]], "nbo_charge": [-0.45, -0.04, 0.52, 0.21, 0.24, 0.20, 0.39, 0.11, -0.61, -0.58]}



#C
{"formula": "C3H5NO", "method": "wB97M-V/def2-TZVPD", "smiles": "COCC#N", "gap_ev": 11.0, "multiplicity": 1, "elements": ["C", "O", "C", "C", "N", "H", "H", "H", "H", "H"], "xyz": [[1.2208, -0.0564, 0.4979], [0.6737, -0.3664, -0.7605], [-0.9003, -0.1507, -0.9976], [-1.3951, 0.3174, 0.2644], [-1.1445, 0.6076, 1.3654], [1.9035, 0.8072, 0.4900], [1.6237, -0.9281, 1.0355], [0.3753, 0.2926, 1.1895], [-1.3347, -1.1182, -1.2889], [-1.0224, 0.5950, -1.7958]], "nbo_charge": [-0.27, -0.53, -0.19, 0.26, -0.32, 0.18, 0.18, 0.21, 0.24, 0.23]}



#D
{"formula": "C3H5NO", "method": "wB97M-V/def2-TZVPD", "smiles": "N=C=O.C=C", "gap_ev": 11.2, "multiplicity": 1, "elements": ["C", "C", "C", "N", "O", "H", "H", "H", "H", "H"], "xyz": [[-0.4297, -0.3658, 1.9415], [-0.4593, 0.2033, -0.8920], [0.6625, 0.7451, -1.4361], [0.2060, -1.3412, 1.6724], [-1.2309, 0.3029, 2.3815], [-0.5203, -0.8616, -0.8097], [-1.3064, 0.9597, -0.4717], [1.3754, 0.1798, -1.7780], [0.8563, 1.7760, -1.6243], [0.8465, -1.5984, 1.0165]], "nbo_charge": [0.86, -0.41, -0.37, -0.77, -0.50, 0.20, 0.22, 0.17, 0.19, 0.41]}



#B (0.765 eV below the next structure)



#A
{"formula": "C3H5NO", "method": "wB97M-V/def2-TZVPD", "smiles": "C=C[N+](=C)[O-]", "gap_ev": 8.5, "multiplicity": 1, "elements": ["C", "C", "C", "N", "O", "H", "H", "H", "H", "H"], "xyz": [[-1.4464, -0.5750, -0.1180], [0.7358, 1.2506, 0.1213], [-0.0818, -0.8943, 0.2269], [1.0174, 0.0088, 0.1392], [2.1945, -0.3210, -0.1399], [-2.2017, -1.3377, -0.0696], [-1.7483, 0.2385, -0.7778], [1.5386, 1.8925, -0.0282], [-0.2062, 1.7156, 0.2529], [0.1981, -1.9780, 0.3932]], "nbo_charge": [-0.39, -0.16, -0.04, 0.07, -0.53, 0.21, 0.21, 0.20, 0.19, 0.24]}



#B
{"formula": "C3H5NO", "method": "wB97M-V/def2-TZVPD", "smiles": "C#CONC", "gap_ev": 9.7, "multiplicity": 1, "elements": ["C", "C", "C", "N", "O", "H", "H", "H", "H", "H"], "xyz": [[-2.3081, 0.1336, 0.3602], [-1.4509, -0.0376, -0.4476], [1.1147, 0.0215, 0.4412], [0.7333, 0.3250, -0.9109], [-0.6169, -0.3317, -1.3001], [-2.9106, 0.1304, 1.2967], [0.5531, 0.4573, 1.1918], [1.3004, -1.0786, 0.5703], [2.2012, 0.4184, 0.5027], [1.3836, -0.0384, -1.7042]], "nbo_charge": [-0.41, 0.30, -0.45, -0.33, -0.37, 0.25, 0.22, 0.18, 0.23, 0.38]}



#A (0.868 eV below the next structure)



#A
{"formula": "C3H5NO", "method": "wB97M-V/def2-TZVPD", "gap_ev": 8.3, "multiplicity": 1, "elements": ["C", "C", "N", "C", "O", "H", "H", "H", "H", "H"], "xyz": [[-0.4704, -0.4079, 0.7496], [1.0438, 0.2815, -0.4213], [0.1019, -1.1125, -0.3026], [-1.7137, 0.1781, 0.7317], [-2.4437, 0.9808, 0.2634], [-0.4872, -1.0747, -1.1375], [0.0198, -0.4795, 1.7174], [0.8044, 1.2918, -0.0676], [2.0215, 0.0110, -0.0245], [1.1237, 0.3313, -1.5086]], "nbo_charge": [-0.29, -0.45, -0.55, 0.55, -0.49, 0.36, 0.23, 0.22, 0.21, 0.21]}



#B
{"formula": "C3H5NO", "method": "wB97M-V/def2-TZVPD", "gap_ev": [9.1, 9.1], "multiplicity": 1, "elements": ["C", "C", "N", "C", "O", "H", "H", "H", "H", "H"], "xyz": [[-1.0149, 0.4990, -0.6306], [1.1666, 0.6112, 0.1453], [0.9665, -0.5320, 0.8589], [-0.1651, -1.1178, 0.7855], [-1.2126, -0.6286, 0.1273], [-2.0183, 0.9239, -0.7947], [-0.5024, 0.3537, -1.5709], [1.2708, 0.6271, -0.9233], [1.9331, 1.2466, 0.6193], [-0.4236, -1.9832, 1.3833]], "nbo_charge": [-0.17, -0.17, -0.49, 0.39, -0.45, 0.18, 0.15, 0.18, 0.19, 0.18]}



#C
{"formula": "C3H5NO", "method": "wB97M-V/def2-TZVPD", "smiles": "O=C[C@@H]1CN1", "gap_ev": 10.5, "multiplicity": 1, "elements": ["C", "C", "C", "H", "H", "H", "H", "H", "N", "O"], "xyz": [[-1.0693, -0.0659, -0.0095], [0.3186, -0.0399, 0.3743], [1.2236, 0.9984, -0.2833], [-1.1625, 0.4533, -1.0494], [0.4156, -0.1348, 1.5391], [0.7837, 1.6852, -1.0601], [2.0259, 1.3564, 0.4813], [1.0231, -0.7737, -1.4592], [1.4376, -0.3825, -0.5674], [-1.9983, -0.6581, 0.6289]], "nbo_charge": [0.40, -0.22, -0.23, 0.10, 0.22, 0.21, 0.22, 0.37, -0.54, -0.52]}



#D
{"formula": "C3H5NO", "method": "wB97M-V/def2-TZVPD", "smiles": "O=C[C@H]1CN1", "gap_ev": 10.7, "multiplicity": 1, "elements": ["O", "C", "C", "C", "N", "H", "H", "H", "H", "H"], "xyz": [[-1.2619, 1.0860, 0.7241], [-1.1727, 0.6419, -0.4149], [-0.1402, -0.5154, -0.5497], [1.1839, -0.1393, 0.0531], [0.2757, -0.9973, 0.7722], [-1.9036, 1.3695, -0.8027], [-0.1417, -1.2910, -1.3161], [2.0956, -0.6127, -0.3062], [1.2911, 0.8963, 0.3714], [-0.2262, -0.4379, 1.4688]], "nbo_charge": [-0.58, 0.32, -0.20, -0.23, -0.56, 0.23, 0.23, 0.20, 0.20, 0.38]}



#C (0.307 eV below the next structure)



#A
{"formula": "C3H5NO", "method": "wB97M-V/def2-TZVPD", "smiles": "C=C=N.C=O", "gap_ev": 8.7, "multiplicity": 1, "elements": ["C", "C", "C", "N", "O", "H", "H", "H", "H", "H"], "xyz": [[1.6896, 1.4620, -0.1693], [1.0546, 0.6657, 0.5994], [-2.2577, -1.9941, -0.0598], [2.2266, 2.4078, -0.7512], [-1.2680, -1.3107, 0.0819], [1.0010, 0.6904, 1.6298], [0.2652, 0.1003, 0.0831], [-2.9522, -2.2666, -0.9075], [-2.8244, -2.4607, 0.7924], [3.0654, 2.7059, -1.2990]], "nbo_charge": [0.46, -0.70, 0.30, -0.70, -0.50, 0.24, 0.27, 0.11, 0.09, 0.42]}



#B
{"formula": "C3H5NO", "method": "wB97M-V/def2-TZVPD", "gap_ev": 10.4, "multiplicity": 1, "elements": ["C", "C", "C", "H", "H", "H", "H", "H", "N", "O"], "xyz": [[-0.3431, -1.0333, -0.3327], [0.0831, -0.2777, 0.9233], [0.1165, 0.9113, -0.1167], [-0.6338, -0.2648, 1.8903], [0.9935, -0.5350, 1.4416], [1.1327, 1.5407, 0.0261], [-0.8246, 1.4968, 0.2025], [-0.0043, 0.3451, -2.1822], [-0.1348, 0.0141, -1.1109], [-0.3852, -2.1973, -0.7412]], "nbo_charge": [0.66, -0.50, -0.21, 0.23, 0.24, 0.20, 0.18, 0.43, -0.62, -0.59]}



#B (1.175 eV below the next structure)